# 1
Density functional theory data (ωB97M-V/def2-TZVPD) for C22H28IN3O3Pd as an isolated structure in a non-equilibrium geometry.

## Properties
- E_HOMO (alpha / beta): -0.4987 / -0.5099 Eh
- Total charge: +2
- Kohn-Sham gap (alpha / beta): 3.6 / 5.1 eV

Each line ends with the Löwdin charge.
Positions of all 58 atoms, in Å:
H -0.751636 1.336738 2.823897  0.13
C -1.324236 -2.450562 -1.541603  -0.19
C 0.304764 -4.928562 -1.555303  -0.03
H -3.339136 -0.480662 -3.426803  0.12
H -1.717336 -0.286162 0.275897  -0.06
C -1.728036 -1.364062 -2.329003  -0.06
H 2.492864 -7.178562 -0.306603  0.12
H -0.990036 -0.615562 -2.654703  0.11
C 1.267764 1.580038 2.079197  -0.41
C -2.248636 -3.432662 -1.187703  -0.04
C 0.914464 -6.145062 -1.325103  -0.05
H 4.022064 1.545938 3.610297  0.11
H 3.415664 -5.140362 0.724297  0.11
O -0.064736 2.345738 -1.553103  -0.08
H 0.543664 -7.034562 -1.811903  0.12
N 0.317464 4.567938 -1.476103  -0.12
C 1.045564 4.564138 -2.729003  0.00
H -4.953236 -2.250362 -2.832303  0.12
C 0.074164 -2.489062 -1.016303  -0.28
Pd 0.148464 0.457738 -0.606403  0.89
H 0.339464 6.635038 -1.599003  0.11
N 0.547964 -1.393062 -0.596003  0.07
H -0.504736 -4.864662 -2.266603  0.12
O -0.829136 2.199738 1.003597  -0.28
H 1.169364 2.637238 4.656797  0.10
C -3.935536 -2.302762 -2.473203  -0.05
H 0.806864 6.003038 -0.020903  0.11
C 0.763964 -3.772562 -0.901203  -0.17
H -0.180036 3.025838 2.804397  0.14
C -3.029536 -1.299362 -2.796203  -0.06
C 1.910164 -3.860362 -0.090003  -0.02
C 1.462664 1.597238 4.502197  -0.02
O 1.703264 1.383938 0.929797  -0.02
C 0.124364 5.865238 -0.861603  -0.01
H -1.882736 3.776038 0.250797  0.13
H 2.238664 1.355138 5.224797  0.11
C 2.532864 -5.073262 0.106997  -0.05
H -4.242536 -4.144362 -1.424903  0.12
H 0.404864 4.901238 -3.545603  0.11
H 2.275864 -2.964662 0.387497  0.11
H -0.903536 5.995738 -0.530803  0.10
I -3.942736 1.184238 0.822397  1.18
H 1.894064 5.241738 -2.643803  0.11
H 3.394864 -0.110962 3.532797  0.11
C -0.140436 3.444538 -0.956503  -0.39
C -0.175036 2.076938 2.255897  -0.10
C -3.542236 -3.364362 -1.675103  -0.04
N 1.987064 1.385238 3.170697  -0.13
H 3.637164 0.818338 2.035797  0.09
H -1.962436 -4.234262 -0.524803  0.13
C 3.342564 0.879938 3.080097  0.00
H 0.598564 0.957638 4.695097  0.10
H -2.932436 -1.291462 1.308597  0.01
C -0.830936 3.494238 0.407797  -0.10
C 2.021064 -6.225262 -0.485703  -0.04
C -2.591236 -0.346362 0.935297  -0.34
H -0.360536 4.228438 1.067597  0.13
H 1.400264 3.558938 -2.948603  0.10

Forces on atoms 1 to 3 (eV/Å):
H 0.1 0.2 0.1
C 0.0 0.3 0.2
C 0.1 0.6 0.0



# 2
Density functional theory data (ωB97M-V/def2-TZVPD) for C34H21BrF12N3O6Ru as an isolated structure.

## Properties
- Relative energy (zero: lowest compared OMol25 entry of this formula, charge and spin): 0.385 eV
- 2S+1: 6
- E_HOMO (alpha / beta): -0.0229 / -0.0924 Eh
- Total charge: -2
- Kohn-Sham gap (alpha / beta): 4.5 / 6.4 eV

Each line ends with the Löwdin spin population.
Positions of all 78 atoms, in Å:
O -0.294717 -4.865937 1.532619  0.15
C -2.198350 -3.312523 0.247602  0.20
C -0.734519 -3.508115 -3.936093  0.12
C 1.105867 0.580166 3.158144  0.01
F 3.730436 0.841440 -1.990635  0.00
C -2.643545 0.912609 0.274883  0.01
C 3.812372 -1.569774 -0.366606  0.00
C -2.098431 -1.923420 3.484788  0.00
F 5.094827 -1.265430 -0.014261  0.00
H -4.302373 -2.741965 4.656691  0.00
C -1.133615 -0.444349 1.814311  0.01
C -2.472559 2.373200 0.782825  0.00
C 3.460610 0.298616 3.533532  0.01
O 0.515587 -3.024101 0.412971  0.16
N 0.120344 1.232252 -2.735755  0.28
F -4.169050 1.441464 -1.498822  0.00
C -0.245650 0.623159 -3.854078  0.18
H -5.135625 -1.202861 4.423403  0.00
H -0.166115 2.959673 -0.831822  0.00
C -0.871734 -1.419534 -5.088571  0.05
F -1.222217 2.602094 1.200490  0.00
C 4.667495 0.360633 4.426046  0.00
C 3.565563 -0.087371 2.210366  0.00
O -1.802005 0.703906 -0.777031  0.09
F 3.477423 -2.650589 0.338414  0.00
H 2.064390 1.038555 5.000861  0.00
H -4.509631 -0.185673 1.946562  0.00
Ru -0.161821 -0.447168 -0.800218  2.46
C -0.980794 -2.777839 -5.117560  0.04
N 0.013968 -0.019188 1.110614  0.07
F -5.068406 1.299294 0.445697  0.00
H 0.476739 5.341836 -0.870026  0.00
H 5.559177 0.020859 3.898379  0.00
C -0.202050 -3.866223 0.881836  0.19
F -2.743595 3.291257 -0.159122  0.00
C 1.530601 4.436674 -3.963537  0.00
H 2.034929 4.846192 -4.829359  0.00
F -3.277239 2.656489 1.835292  0.00
Br 1.777775 7.077447 -2.900911  0.01
C -0.456227 -2.801943 -2.785923  0.01
H -0.385679 1.179362 -4.782158  0.01
H 1.405265 2.469663 -4.779160  0.00
H 4.548095 -0.268088 5.312778  0.00
H 4.553104 -0.320898 1.839537  0.00
C 1.271973 5.233972 -2.864655  0.04
H -1.030187 -0.821554 -5.978347  0.00
O 1.761496 -0.713091 -0.997626  0.09
O -2.948618 -4.156543 0.642821  0.16
H -0.785957 -4.586628 -3.904187  0.01
C -3.512220 -0.519609 2.193055  0.00
C 2.786467 -0.410652 -0.154106  0.01
C 0.298416 3.383952 -1.708688  0.03
F 2.524687 1.910148 -0.550501  0.00
C 1.188765 0.104644 1.829634  0.00
C -4.586297 -1.997474 3.912099  0.00
H 0.132893 0.872793 3.528558  0.00
H 4.858368 1.379348 4.774509  0.00
O -2.077336 -2.283390 -0.367336  0.17
C -1.007200 -1.427297 2.804369  0.01
C -3.375890 -1.460462 3.201710  0.01
C -0.513834 -0.754262 -3.884886  0.11
H -1.244594 -3.286490 -6.037593  0.00
N -0.378125 -1.470759 -2.726115  0.16
F 4.532059 1.310125 -0.047115  0.00
C 3.405948 0.916135 -0.692950  0.00
C 0.663369 4.713130 -1.730577  0.00
H -5.273286 -2.475657 3.211679  0.00
H -0.286042 -3.310987 -1.846909  0.00
C 2.196430 0.670361 3.988457  0.00
H -0.022565 -1.820346 3.017264  0.00
F 3.883780 -1.930640 -1.652030  0.00
C 1.157966 3.102642 -3.937366  0.04
C -4.074905 0.785920 -0.336612  0.00
C -2.432263 -0.022823 1.469804  0.01
C 0.516095 2.546236 -2.816365  0.02
C 2.483147 -0.170496 1.331993  0.02
F -4.397271 -0.483848 -0.575089  0.00
H -1.953888 -2.710250 4.216108  0.00

Forces on atoms 1 to 3 (eV/Å):
O 0.1 0.0 0.0
C 0.1 -0.2 0.1
C 0.0 0.0 0.0



# 3
Density functional theory data (ωB97M-V/def2-TZVPD) for C11H16AlF9O11S3 as an isolated structure in a non-equilibrium geometry.

## Properties
- Relative energy (zero: lowest compared OMol25 entry of this formula, charge and spin): 7.144 eV
- E_HOMO: -0.3436 Eh
- Kohn-Sham gap: 1.7 eV

Each line ends with the Löwdin charge.
Positions of all 51 atoms, in Å:
H -2.203696 4.261341 -2.562645  0.12
H 5.645704 0.368751 0.644765  0.12
F -7.113826 2.130551 -2.105005  0.14
F -0.193126 -2.124899 8.634785  0.11
O -0.151006 4.183251 -2.188355  -0.15
O -7.604926 0.254581 1.264895  -0.22
C 4.758934 0.168231 -1.278075  -0.20
S -0.892476 -5.202999 0.350545  0.58
C -7.895046 1.604961 -1.149085  -0.60
F -8.454196 2.588831 -0.417075  0.13
H 5.498614 0.190621 -2.078365  0.11
H 3.562474 -1.627649 -1.951765  0.12
F 1.995474 -1.608919 8.347915  0.09
F 0.160734 -5.047959 -2.096595  0.12
C 4.040174 -1.113839 0.617005  -0.21
H 4.647494 1.252181 -1.305025  0.11
Al -0.771156 1.204721 1.791975  0.98
F -8.863396 0.827761 -1.686505  0.12
O -0.735776 -6.209099 1.378085  -0.20
H 1.019954 5.934491 -2.263685  0.11
H 2.784594 -0.161029 -2.301675  0.12
H 4.180854 -2.192359 0.688455  0.12
F 1.395074 -3.567069 9.037505  0.12
O -5.622296 1.181451 0.287625  -0.27
C 1.014984 -2.570529 8.208475  -0.57
H -1.572066 5.180401 -5.048525  0.11
H 5.878054 -1.233789 -0.253645  0.12
O 2.230164 -3.459939 5.949205  -0.22
C 3.494304 -0.598419 -1.599455  -0.16
C -1.011916 5.325651 -4.124815  -0.15
C 0.399104 -5.731229 -0.959005  -0.62
O -0.610856 -3.818659 0.766035  -0.20
H -1.429046 6.255441 -3.738035  0.11
H 0.927104 4.411671 -4.853165  0.11
O 2.971704 -0.737729 -0.248785  -0.17
C 0.931784 4.987841 -2.796765  -0.19
O -2.206056 -5.151159 -0.341505  -0.19
F 0.407374 -7.001169 -1.250655  0.18
O -6.599036 -0.842849 -0.668925  -0.23
S 0.855624 -3.132219 6.383465  0.54
H -1.284276 3.326491 -3.661505  0.11
F 1.671584 -5.441709 -0.507755  0.09
H 1.072064 6.052171 -4.690455  0.11
C -1.252506 4.257131 -3.094925  -0.25
S -6.893666 0.427861 0.018385  0.56
C 5.221044 -0.402519 0.002185  -0.18
H 1.896574 4.489611 -2.701675  0.11
H 3.896584 -0.782119 1.645325  0.12
O 0.235434 -2.016789 5.656905  -0.25
C 0.539934 5.218941 -4.231465  -0.17
O 0.026854 -4.308279 6.481375  -0.20

Forces on atoms 1 to 3 (eV/Å):
H 0.1 0.6 0.2
H 0.3 -0.4 0.0
F -0.7 -0.5 0.7



# 4
Density functional theory data (ωB97M-V/def2-TZVPD) for a 3-piece molecular cluster, C6H13NO overall in a non-equilibrium geometry.

## Properties
- Relative energy (zero: lowest compared OMol25 entry of this formula, charge and spin): 8.347 eV
- E_HOMO (alpha / beta): -0.2696 / -0.2747 Eh
- Kohn-Sham gap (alpha / beta): 8.1 / 8.2 eV

Each line ends with the Löwdin charge.
Positions of all 21 atoms, in Å:
C -0.177280 -0.233504 -0.217559  -0.51
C 0.498945 0.105356 -1.508971  -0.05
H 1.499513 -0.328957 -1.508531  0.08
C -2.414301 0.474159 -0.867241  0.03
H -2.410125 -0.136780 -1.762032  0.01
H -1.176276 1.271039 2.192893  0.11
H 0.576735 1.183372 -1.633807  0.09
H 2.793123 1.458472 0.014005  0.04
C -0.429226 -1.674497 0.092492  -0.03
H -0.885502 -1.807720 1.068859  0.08
H 1.597767 -0.456134 2.159239  0.05
N -0.478075 0.786810 0.553809  -0.04
C 1.725042 0.126533 1.249386  -0.03
H 0.522122 -2.209051 0.062384  0.09
C 2.766129 0.860775 0.924372  -0.10
H -2.436795 1.542593 -1.034737  0.01
H -1.084509 -2.097845 -0.671481  0.09
H 3.671046 0.917765 1.536958  0.04
H -0.061698 -0.314629 -2.345021  0.08
H -3.011999 0.107878 -0.043374  0.01
O -1.084636 0.424365 1.738357  -0.06

Forces on atoms 1 to 3 (eV/Å):
C -0.2 1.0 0.9
C 0.0 0.0 0.1
H 0.0 0.0 0.0



Number 1: E -1669.95291 Eh. Number 2: E -5791.41320 Eh. Number 3: E -3591.71089 Eh. Number 4: E -366.12714 Eh.